[1]
{
  "formula": "C29H38EuN2O2P3",
  "method": "wB97M-V/def2-TZVPD",
  "homo_lumo_gap_ev": [5.64, 5.70],
  "e_homo_ha": [-0.305, -0.307],
  "s2": 15.76,
  "multiplicity": 8,
  "e_lumo_ha": [-0.09788, -0.09784],
  "total_charge": 1,
  "symbols": ["Eu", "P", "C", "C", "N", "C", "C", "C", "C", "C", "P", "H", "H", "H", "H", "H", "H", "H", "H", "O", "H", "H", "O", "H", "C", "H", "H", "H", "C", "H", "H", "H", "C", "H", "H", "H", "C", "H", "H", "H", "N", "P", "C", "C", "C", "C", "C", "C", "C", "C", "C", "C", "C", "C", "C", "C", "C", "C", "C", "C", "H", "H", "H", "H", "H", "H", "H", "H", "H", "H", "H", "H", "H", "H", "H"],
  "positions_angstrom": [[-0.064, 0.323, -1.480], [2.267, -1.321, -1.158], [2.205, -1.658, -2.900], [0.934, -1.737, -3.608], [-0.279, -1.290, -3.176], [-1.429, -1.726, -3.697], [-1.346, -2.702, -4.689], [-0.087, -3.196, -5.186], [1.055, -2.660, -4.672], [-2.721, -1.159, -3.239], [-2.667, 0.437, -2.368], [2.016, -2.954, -5.036], [-2.288, -3.136, -5.124], [-0.053, -3.991, -5.974], [-3.446, -1.082, -4.052], [-3.178, -1.855, -2.533], [2.274, 0.765, -3.468], [3.009, -1.161, -3.479], [1.169, 2.695, -2.237], [2.924, 1.487, -3.425], [2.621, 1.718, -4.365], [0.311, 1.701, -0.321], [0.390, 3.278, -2.010], [-0.284, 2.894, -2.762], [-3.061, 1.618, -3.709], [-4.073, 1.445, -4.106], [-3.017, 2.660, -3.343], [-2.343, 1.505, -4.538], [-4.230, 0.466, -1.422], [-4.109, 1.096, -0.522], [-5.082, 0.866, -1.999], [-4.487, -0.547, -1.077], [2.271, -3.215, -0.927], [3.324, -3.571, -1.033], [1.836, -3.424, 0.063], [1.639, -3.635, -1.751], [4.036, -0.882, -0.756], [4.042, -0.497, 0.285], [4.684, -1.781, -0.814], [4.391, -0.089, -1.446], [-0.029, 1.060, 0.483], [-0.029, 0.755, 2.096], [1.553, 1.437, 2.704], [2.687, 0.604, 2.775], [3.916, 1.175, 3.094], [4.014, 2.546, 3.319], [2.887, 3.361, 3.247], [1.640, 2.816, 2.951], [-1.493, 1.608, 2.687], [-2.335, 1.037, 3.654], [-3.508, 1.703, 4.006], [-3.851, 2.905, 3.380], [-3.032, 3.444, 2.380], [-1.855, 2.792, 2.019], [-0.030, -0.916, 2.760], [-0.303, -2.051, 1.987], [-0.294, -3.305, 2.598], [-0.023, -3.431, 3.965], [0.252, -2.296, 4.736], [0.255, -1.042, 4.135], [2.591, -0.472, 2.582], [4.784, 0.530, 3.146], [4.981, 2.979, 3.535], [2.961, 4.429, 3.406], [0.738, 3.439, 2.906], [-2.076, 0.078, 4.104], [-4.155, 1.264, 4.760], [-4.773, 3.413, 3.658], [-3.309, 4.369, 1.877], [-1.239, 3.186, 1.204], [-0.512, -1.951, 0.921], [-0.500, -4.196, 2.007], [-0.022, -4.414, 4.440], [0.466, -2.380, 5.801], [0.490, -0.158, 4.733]]
}

***

[2]
{
  "formula": "ArH20O10",
  "method": "wB97M-V/def2-TZVPD",
  "homo_lumo_gap_ev": 10.05,
  "e_homo_ha": -0.373,
  "multiplicity": 1,
  "e_lumo_ha": -0.00353,
  "symbols": ["Ar", "O", "H", "H", "O", "H", "H", "O", "H", "H", "O", "H", "H", "O", "H", "H", "O", "H", "H", "O", "H", "H", "O", "H", "H", "O", "H", "H", "O", "H", "H"],
  "positions_angstrom": [[0.240, -1.078, 0.317], [1.991, -1.402, -2.236], [2.478, -1.949, -1.619], [2.272, -0.509, -2.038], [-2.483, -2.669, -0.685], [-3.194, -2.034, -0.766], [-2.880, -3.506, -0.925], [1.961, -0.393, 3.985], [1.248, -0.187, 4.590], [1.786, -1.292, 3.705], [-2.304, -0.821, 2.437], [-2.113, -0.498, 1.557], [-1.909, -0.173, 3.021], [-0.822, -1.517, -2.995], [0.102, -1.536, -2.748], [-1.287, -1.801, -2.208], [0.805, 1.890, 0.026], [1.093, 1.978, 0.934], [-0.147, 1.804, 0.083], [2.736, 1.348, -2.074], [3.519, 0.909, -1.742], [2.252, 1.602, -1.289], [-2.338, 1.329, 0.268], [-2.992, 0.664, 0.051], [-2.710, 1.797, 1.015], [1.934, 1.959, 2.652], [1.847, 1.101, 3.067], [2.852, 2.197, 2.780], [-1.662, 1.090, -2.986], [-1.391, 0.187, -2.816], [-0.885, 1.507, -3.359]]
}

***

[3]
{
  "formula": "C9H4ClNO4Pt",
  "method": "wB97M-V/def2-TZVPD",
  "homo_lumo_gap_ev": [6.73, 5.09],
  "e_homo_ha": [-0.564, -0.657],
  "s2": 2.02,
  "multiplicity": 3,
  "e_lumo_ha": [-0.31634, -0.47020],
  "total_charge": 2,
  "symbols": ["Pt", "O", "C", "C", "O", "C", "O", "C", "O", "Cl", "C", "C", "C", "C", "N", "C", "H", "H", "H", "H"],
  "positions_angstrom": [[-1.735, 0.239, -1.117], [-0.003, -0.604, -3.808], [-0.528, -0.328, -2.841], [-2.312, -1.257, -0.009], [-2.605, -1.993, 0.879], [-1.502, 2.102, -0.545], [-1.373, 3.091, 0.047], [-3.251, 0.437, -2.148], [-4.273, 0.595, -2.694], [3.996, -1.029, -0.369], [2.564, -0.549, 0.452], [2.523, -0.316, 1.825], [1.314, 0.066, 2.372], [0.181, 0.209, 1.562], [0.233, -0.018, 0.241], [1.396, -0.392, -0.326], [3.478, -0.455, 2.390], [1.218, 0.265, 3.449], [-0.753, 0.512, 2.033], [1.432, -0.575, -1.393]]
}

***

[4]
{
  "formula": "C22H25ClFeN6O6S",
  "method": "wB97M-V/def2-TZVPD",
  "homo_lumo_gap_ev": [8.05, 8.05],
  "e_homo_ha": [-0.309, -0.312],
  "s2": 6.01,
  "multiplicity": 5,
  "e_lumo_ha": [-0.01315, -0.01600],
  "symbols": ["Fe", "C", "C", "C", "C", "C", "C", "C", "S", "O", "O", "N", "C", "C", "C", "C", "C", "C", "C", "C", "N", "C", "H", "H", "H", "H", "H", "H", "H", "H", "H", "H", "H", "H", "H", "O", "Cl", "O", "O", "O", "C", "N", "C", "N", "C", "N", "C", "N", "C", "C", "H", "H", "H", "H", "H", "H", "H", "H", "H", "H", "H", "H"],
  "positions_angstrom": [[1.452, -1.071, -1.009], [-0.683, 4.487, 3.801], [0.020, 3.246, 3.323], [-0.621, 2.012, 3.328], [0.013, 0.874, 2.847], [1.306, 0.973, 2.360], [1.977, 2.192, 2.367], [1.328, 3.316, 2.845], [2.123, -0.446, 1.688], [2.802, -1.137, 2.744], [2.907, 0.044, 0.553], [0.973, -1.273, 0.967], [0.324, -2.422, 1.388], [0.058, -2.805, 2.679], [-0.672, -3.986, 2.939], [-1.135, -4.775, 1.926], [-0.861, -4.420, 0.583], [-1.260, -5.196, -0.528], [-0.913, -4.809, -1.789], [-0.160, -3.633, -1.962], [0.208, -2.873, -0.954], [-0.129, -3.250, 0.317], [-1.616, 4.241, 4.307], [-0.915, 5.146, 2.963], [-0.056, 5.049, 4.494], [-1.636, 1.939, 3.702], [-0.500, -0.080, 2.841], [2.985, 2.253, 1.979], [1.842, 4.271, 2.839], [0.433, -2.205, 3.498], [-0.864, -4.262, 3.967], [-1.698, -5.676, 2.131], [-1.830, -6.102, -0.360], [-1.190, -5.392, -2.656], [0.162, -3.308, -2.943], [3.982, -1.512, -4.143], [2.942, -1.373, -3.197], [2.822, -0.003, -2.700], [1.643, -1.742, -3.741], [3.171, -2.203, -2.006], [0.713, 1.854, -1.286], [-0.213, 2.937, -1.573], [-1.417, 2.749, -0.762], [-2.076, 1.471, -1.048], [-1.136, 0.401, -0.764], [0.107, 0.520, -1.579], [-0.287, 0.514, -3.016], [-1.223, 1.585, -3.319], [-0.588, 2.864, -2.987], [-2.409, 1.431, -2.475], [1.000, 1.881, -0.236], [1.609, 1.959, -1.896], [-2.115, 3.561, -0.972], [-1.142, 2.778, 0.295], [-1.595, -0.566, -0.985], [-0.860, 0.427, 0.287], [-0.738, -0.453, -3.245], [0.613, 0.626, -3.616], [-1.285, 3.673, -3.212], [0.306, 2.987, -3.600], [-2.889, 0.477, -2.702], [-3.109, 2.238, -2.697]]
}

***

[5]
{
  "formula": "C6H8N2O4",
  "method": "wB97M-V/def2-TZVPD",
  "smiles": "O=c1cc[nH]c(=O)[nH]1.CC(=O)O",
  "homo_lumo_gap_ev": 8.54,
  "e_homo_ha": -0.317,
  "multiplicity": 1,
  "e_lumo_ha": -0.00297,
  "symbols": ["O", "C", "C", "C", "N", "C", "O", "N", "H", "H", "H", "H", "C", "C", "O", "O", "H", "H", "H", "H"],
  "positions_angstrom": [[-4.201, -0.585, 1.057], [-3.176, -0.328, 0.319], [-2.876, 1.018, -0.276], [-1.696, 1.074, -0.818], [-0.631, 0.281, -0.807], [-0.839, -1.068, -0.465], [0.116, -1.857, -0.296], [-2.183, -1.344, -0.127], [-3.418, 1.846, -0.028], [-1.404, 2.011, -1.361], [0.489, 0.841, -0.764], [-2.271, -2.293, 0.119], [3.698, 0.237, 0.272], [2.262, -0.263, 0.211], [1.900, -1.106, -0.614], [1.529, 0.336, 1.186], [4.455, -0.458, -0.200], [3.726, 1.319, 0.033], [3.888, 0.267, 1.437], [0.632, 0.074, 1.121]]
}

***

Across the entries above, energy relative to the best compared isomer or geometry (same formula, charge and spin) takes the values 0.294; 0.369; 0.000; 0.141; 4.623 eV, respectively.